# 1
Density functional theory data (wB97M-V/def2-TZVPD) for a molecular structure, C26H66ClCuN4O13 in a non-equilibrium geometry.

The geometry in XYZ format:
```
111
Properties=species:S:1:pos:R:3:forces:R:3
Cu -16.037 24.659 2.064 -0.01 0.65 -0.19
Cl -16.672 22.341 4.019 -4.00 1.26 4.95
O -17.147 21.515 2.984 -0.27 1.70 -0.40
O -17.538 22.183 5.190 0.98 1.31 -2.23
O -15.377 21.857 4.350 2.40 11.56 -4.55
O -16.674 23.733 3.676 -0.15 -1.53 -1.80
C -14.077 20.349 3.377 0.95 -1.32 -0.56
C -13.564 18.999 2.914 -0.07 0.64 0.05
O -12.472 18.668 3.728 0.71 -0.78 0.17
H -14.209 20.467 4.453 1.27 -1.20 -0.94
H -15.024 20.662 2.937 0.62 -0.99 -0.20
H -13.350 21.073 3.010 0.37 -0.60 1.53
H -13.174 19.075 1.899 0.07 -0.05 -0.17
H -14.349 18.244 2.886 0.33 -0.15 0.25
H -12.811 18.374 4.577 -0.01 0.02 0.18
C -13.014 23.716 3.193 -0.41 -0.15 -1.55
O -14.241 23.532 2.415 1.39 -1.06 0.33
C -14.170 22.428 1.470 0.44 0.88 -1.57
C -15.430 22.402 0.592 0.37 -0.02 1.30
N -15.801 23.778 0.274 -0.61 0.27 -0.74
C -17.076 23.899 -0.434 -1.13 1.73 0.22
C -18.328 23.673 0.432 0.01 0.01 1.44
O -18.337 24.500 1.618 1.05 0.75 -1.40
C -19.567 24.565 2.287 -0.40 -0.50 0.16
H -13.050 24.617 3.806 -1.36 -0.82 -0.79
H -12.230 23.874 2.453 0.34 0.04 -0.02
H -12.717 22.862 3.802 -0.44 -0.10 0.06
H -13.952 21.476 1.953 -0.80 1.30 -1.32
H -13.361 22.559 0.751 0.66 0.65 0.11
H -16.198 21.942 1.215 0.12 0.34 -0.77
H -15.271 21.852 -0.336 0.10 -0.48 0.27
H -15.104 24.119 -0.372 0.28 0.36 0.08
H -17.181 23.225 -1.284 0.55 1.11 -0.35
H -17.184 24.924 -0.789 0.34 0.12 -0.11
H -18.383 22.632 0.750 0.02 0.23 0.54
H -19.233 23.798 -0.162 0.00 0.51 -0.19
H -19.784 23.539 2.583 -0.91 -0.08 -0.15
H -20.307 25.104 1.695 -0.34 -0.53 -0.31
H -19.519 25.123 3.223 0.18 -0.13 -0.69
C -21.344 19.797 -1.538 -0.34 0.27 0.33
O -19.926 19.922 -1.481 -0.28 -0.11 0.05
C -19.455 21.084 -0.806 0.46 0.38 -0.68
C -17.915 21.190 -0.979 -1.30 -2.02 0.69
N -17.296 20.043 -0.311 0.00 -0.44 0.18
C -17.506 19.979 1.166 1.58 0.29 -1.86
C -16.419 19.041 1.792 0.13 -0.61 -0.80
O -16.935 17.731 1.647 0.32 -0.86 -1.75
C -16.215 16.661 2.208 -0.78 -0.50 0.36
H -21.831 20.642 -2.023 0.25 0.25 -0.34
H -21.842 19.736 -0.571 0.42 0.05 0.57
H -21.679 18.891 -2.043 0.71 -0.03 -0.28
H -19.687 21.043 0.259 -0.35 0.05 0.10
H -19.879 21.975 -1.269 -0.54 0.18 0.07
H -17.503 22.122 -0.591 -0.71 -2.42 -0.28
H -17.756 21.147 -2.056 0.41 -0.10 -0.12
H -17.752 19.217 -0.672 0.23 -0.25 -0.40
H -18.522 19.723 1.467 0.13 -0.77 -0.06
H -17.403 20.994 1.548 -0.23 -1.35 -1.36
H -16.430 19.181 2.873 2.90 -0.87 -3.14
H -15.366 19.156 1.537 -0.42 0.04 -1.55
H -16.758 15.749 1.958 -0.19 0.06 -0.11
H -16.272 16.739 3.294 0.44 -0.06 0.30
H -15.192 16.456 1.894 0.21 0.70 -0.27
C -16.439 17.828 8.851 0.72 -0.29 -1.58
O -16.214 19.114 8.211 -1.08 -0.75 1.59
C -14.978 19.122 7.563 0.33 0.66 -0.19
C -14.858 20.279 6.566 -0.85 -1.13 0.42
N -15.912 20.336 5.582 -1.79 -6.11 3.72
C -16.280 19.062 4.932 -0.11 -0.37 1.75
C -17.474 19.129 3.976 -1.85 2.14 3.37
O -18.628 19.695 4.667 -0.62 -1.33 0.23
C -19.776 19.739 3.819 1.14 -0.34 -0.65
H -15.568 17.383 9.332 0.44 0.69 0.50
H -16.552 17.134 8.018 -0.58 -0.34 -0.15
H -17.284 17.705 9.529 -0.09 0.95 -0.25
H -14.839 18.157 7.077 0.35 -0.18 -0.13
H -14.203 19.328 8.301 0.45 -0.54 0.18
H -13.879 20.190 6.095 0.78 -0.39 0.10
H -14.758 21.179 7.172 -0.54 0.44 -0.18
H -15.585 20.909 4.818 -0.90 -3.94 2.78
H -16.538 18.251 5.613 0.09 0.08 0.57
H -15.408 18.697 4.390 -0.05 -0.51 -0.23
H -17.627 18.148 3.528 -0.72 0.20 0.32
H -17.138 19.848 3.229 -3.28 0.17 2.55
H -19.561 20.489 3.058 -0.46 0.32 -0.19
H -20.757 19.915 4.262 0.51 0.39 0.84
H -19.911 18.795 3.290 0.14 -0.34 -0.17
C -19.015 27.880 4.089 1.02 -0.21 -0.40
O -17.784 27.214 4.427 -0.71 -0.11 0.53
C -17.981 25.863 4.908 0.40 0.41 -0.99
C -16.668 25.216 5.306 1.06 3.33 1.97
N -16.052 26.081 6.398 0.11 -1.51 0.18
C -14.987 25.269 7.028 -0.35 -0.37 0.34
C -13.699 25.069 6.246 -0.12 -0.24 -0.31
O -13.344 26.193 5.469 -0.13 0.47 0.21
C -12.017 26.101 4.982 -0.60 0.63 0.40
H -19.363 27.537 3.115 -0.29 -0.26 -0.08
H -18.794 28.938 3.946 0.16 -0.02 0.25
H -19.812 27.786 4.826 0.09 -0.22 0.23
H -18.393 25.297 4.072 0.38 0.01 0.84
H -18.686 25.850 5.739 -0.14 0.07 0.21
H -15.925 25.300 4.514 -0.16 0.18 0.22
H -16.814 24.177 5.602 -0.03 0.63 0.59
H -16.763 26.096 7.116 -0.27 0.49 0.30
H -15.412 24.306 7.312 0.12 -0.86 -0.65
H -14.679 25.515 8.044 -0.26 1.50 -0.07
H -13.704 24.226 5.556 -0.41 -0.42 0.31
H -12.962 24.848 7.017 0.54 0.01 -0.08
H -11.829 27.022 4.432 0.08 -0.05 -0.01
H -11.972 25.256 4.295 1.37 0.53 0.65
H -11.339 26.039 5.834 0.37 -0.26 -0.15
```
Positions in Å, forces in eV/Å.

Summary:
**HOMO level**: -7.08 eV
**Charge**: 0
**Molar mass**: 741.83 g/mol
**Total energy**: -117743.6379 eV
**Kohn-Sham gap**: 7.07 eV



# 2
Density functional theory data (wB97M-V/def2-TZVPD) for a molecular structure, C26H68Br6N9O9P3 in a non-equilibrium geometry.

The geometry in XYZ format:
```
121
Properties=species:S:1:pos:R:3:forces:R:3
C -14.867 -1.921 7.419 -1.17 0.31 -0.47
Br -16.669 -2.328 8.182 1.05 0.25 -0.35
Br -15.087 -0.502 6.014 0.29 -1.05 0.85
Br -14.068 -3.563 6.751 -0.16 0.84 0.25
H -14.284 -1.459 8.216 -0.03 -0.37 -0.28
C -27.225 -1.438 13.303 1.23 0.01 0.49
Br -25.726 -0.289 12.563 -1.50 -0.74 0.50
Br -27.231 -1.200 15.326 -0.24 -0.30 -1.93
Br -26.936 -3.260 12.729 0.21 -0.01 0.41
H -28.197 -1.289 12.833 0.29 1.04 0.53
O -23.342 -1.718 -0.782 1.49 -0.48 0.06
P -21.976 -2.105 -0.337 3.47 -0.04 1.26
N -20.595 -1.501 -1.322 -2.56 0.02 -0.68
C -21.058 -1.042 -2.706 0.71 -0.07 1.87
C -19.141 -1.817 -1.168 -1.92 0.70 -0.24
N -21.717 -3.828 -0.249 -3.11 3.06 -0.20
C -22.442 -4.642 -1.261 0.02 0.76 1.17
C -20.515 -4.367 0.223 1.15 -1.74 0.03
N -21.440 -1.534 1.244 -0.61 -0.13 -0.53
C -22.100 -1.942 2.522 0.16 -0.77 -1.59
C -20.420 -0.495 1.486 -0.06 -0.18 -0.45
H -21.740 -0.197 -2.613 -0.24 -0.24 0.11
H -21.547 -1.869 -3.221 0.21 0.20 -0.40
H -20.183 -0.629 -3.208 0.03 -0.42 -0.29
H -19.095 -2.235 -0.162 0.94 0.21 -0.29
H -18.628 -0.874 -1.358 0.31 0.21 0.87
H -18.696 -2.440 -1.943 -0.49 -0.81 0.08
H -21.947 -4.589 -2.231 0.17 -0.52 -0.08
H -22.558 -5.635 -0.827 0.35 -0.26 -0.47
H -23.460 -4.274 -1.387 0.15 0.30 0.06
H -19.880 -4.564 -0.641 0.67 -0.17 0.08
H -19.930 -3.889 1.009 -0.47 0.85 -0.25
H -20.738 -5.328 0.688 0.00 -0.42 -0.10
H -21.411 -2.584 3.072 0.00 0.00 0.28
H -22.414 -1.112 3.155 0.09 0.20 -0.27
H -22.976 -2.539 2.268 -0.05 0.00 0.14
H -20.461 0.330 0.775 -0.22 -0.03 0.00
H -19.393 -0.857 1.459 0.10 -0.32 -0.07
H -20.542 -0.105 2.497 -0.28 0.10 -0.10
O -17.638 0.960 18.471 0.15 -0.45 0.52
P -17.355 -0.407 18.002 -0.12 -2.39 -1.86
N -17.207 -0.500 16.217 2.95 -1.26 3.04
C -18.357 -0.494 15.416 -1.91 -0.08 -0.03
C -16.102 0.251 15.566 -1.41 0.03 0.77
N -18.621 -1.565 18.436 2.60 0.19 -2.16
C -19.493 -1.310 19.520 0.15 1.05 1.15
C -18.418 -3.040 18.218 0.51 1.66 -0.59
N -15.895 -1.149 18.562 -0.63 2.85 -0.03
C -15.606 -1.013 20.010 -1.08 0.21 -1.12
C -15.335 -2.313 17.978 -0.32 -0.30 -0.83
H -18.234 -0.309 14.349 0.82 0.06 0.05
H -18.983 0.327 15.765 -0.91 -0.20 -0.18
H -18.813 -1.483 15.461 -0.69 0.22 0.18
H -15.148 0.246 16.094 -0.21 -0.17 0.10
H -16.534 1.252 15.549 0.84 0.58 -0.58
H -16.025 -0.178 14.567 0.36 0.26 -0.01
H -19.216 -0.421 20.088 0.08 0.47 -0.41
H -20.511 -1.138 19.170 -0.31 -0.61 0.47
H -19.287 -2.065 20.279 -0.99 -0.49 0.03
H -17.745 -3.237 17.384 -0.39 0.34 -0.46
H -17.853 -3.492 19.033 -0.68 -0.21 0.58
H -19.396 -3.467 17.993 0.16 -0.32 0.36
H -16.152 -1.830 20.481 0.20 0.00 0.73
H -14.542 -1.047 20.243 0.00 -0.17 -0.26
H -15.994 -0.043 20.321 -0.04 -0.13 0.26
H -15.407 -2.266 16.892 0.02 0.04 -0.05
H -15.954 -3.155 18.287 0.92 -0.70 0.16
H -14.277 -2.353 18.236 -0.07 -0.48 0.16
O -19.619 -10.376 11.150 0.43 1.89 0.04
P -19.478 -9.069 11.868 -0.03 -0.40 2.10
N -20.491 -7.834 11.342 -1.08 1.44 -1.44
C -20.728 -7.667 9.868 -0.40 -2.18 0.48
C -20.529 -6.554 12.119 -0.11 -1.60 1.47
N -17.959 -8.290 11.820 -0.10 -1.79 4.26
C -17.317 -7.513 13.015 0.35 -1.15 -2.66
C -17.330 -8.202 10.544 -0.95 2.29 -0.95
N -19.876 -9.220 13.571 1.50 0.28 -1.10
C -18.887 -9.863 14.521 -0.38 0.18 -1.77
C -21.255 -9.035 14.051 0.72 0.57 0.41
H -19.868 -7.435 9.239 0.05 0.93 0.32
H -21.659 -7.154 9.626 0.41 0.78 0.37
H -20.983 -8.651 9.475 0.07 -0.43 0.22
H -21.142 -6.755 12.998 -0.36 0.06 -0.03
H -21.005 -5.671 11.693 0.49 -0.36 -0.79
H -19.579 -6.369 12.621 0.30 0.59 -0.75
H -18.042 -7.093 13.712 0.22 -0.43 -0.08
H -16.497 -8.095 13.434 -0.60 -0.62 0.76
H -16.673 -6.744 12.587 -0.70 0.72 -0.37
H -16.265 -7.973 10.580 -0.06 -0.41 0.00
H -17.627 -8.895 9.757 0.34 -0.85 0.70
H -17.884 -7.317 10.228 0.98 0.87 -1.34
H -17.871 -9.896 14.128 -0.07 0.62 -0.54
H -18.792 -9.305 15.452 -0.51 -0.36 0.20
H -19.066 -10.938 14.557 -0.61 0.03 0.89
H -21.472 -9.650 14.924 0.03 -0.66 -0.40
H -22.007 -9.125 13.267 0.16 -0.33 0.04
H -21.358 -8.038 14.477 -0.11 0.34 -0.06
C -26.924 -18.921 11.247 1.35 -1.78 1.94
O -26.892 -17.584 10.942 1.71 4.45 -0.30
C -25.707 -16.758 11.266 0.25 -1.43 -1.62
O -24.592 -17.177 11.449 -1.18 -0.62 0.50
O -25.950 -15.464 11.091 -1.82 -0.41 0.31
C -24.932 -14.441 11.285 0.06 -1.12 -0.08
H -27.046 -19.005 12.327 -0.22 -0.27 0.23
H -25.986 -19.444 11.058 0.21 0.15 -0.37
H -27.715 -19.521 10.798 -0.21 0.87 -0.49
H -24.427 -14.327 10.326 -0.11 0.35 0.09
H -24.184 -14.748 12.016 -0.20 -0.09 0.06
H -25.479 -13.561 11.625 0.17 -0.11 -0.27
C -9.128 -13.942 21.629 0.57 1.06 0.19
O -10.362 -13.546 21.008 -0.16 -0.46 -0.02
C -10.317 -12.921 19.834 0.12 1.06 -1.05
O -9.331 -12.720 19.143 -1.61 -0.24 0.97
O -11.606 -12.496 19.570 1.01 -0.38 0.79
C -11.826 -11.550 18.530 0.25 0.18 -0.65
H -9.235 -14.854 22.216 -0.32 -0.10 -0.61
H -8.872 -13.162 22.346 -0.11 0.11 0.12
H -8.295 -13.936 20.926 -0.28 -0.50 -0.17
H -12.811 -11.090 18.606 -0.17 -0.57 0.53
H -11.785 -12.055 17.565 0.26 0.16 -0.06
H -11.145 -10.700 18.574 0.43 -0.33 -0.04
```
Positions in Å, forces in eV/Å.

Summary:
**HOMO level**: -8.24 eV
**Charge**: 0
**Molar mass**: 1223.23 g/mol
**Total energy**: -508021.4497 eV
**Energy relative to the best compared isomer or geometry (same formula, charge and spin)**: 1.6942 eV
**Kohn-Sham gap**: 7.61 eV